ORCA calculation (ωB97M-V/def2-TZVPD) on a structure of composition C45H40N7PSV in a non-equilibrium geometry.

```
95
Properties=species:S:1:pos:R:3
V 0.29350 -0.32110 0.16000
C -3.22620 -1.39520 -1.46490
C -3.89600 -2.16450 -0.48960
C -3.35970 -2.23600 0.76310
C -2.13890 -1.57850 1.06350
N -1.48010 -0.87750 0.08370
C -2.04640 -0.79000 -1.12820
N -1.70790 -1.67840 2.31850
C -0.66440 -1.01100 2.75660
N 0.14760 -0.21690 1.98210
C 0.88490 0.59250 2.78570
N 1.53210 1.68790 2.41870
C 1.35880 2.27630 1.23940
C 1.81890 3.61490 1.13160
C 1.57260 4.34010 0.00210
C 0.86600 3.73940 -1.05080
C 0.47860 2.42590 -0.90360
N 0.73440 1.69270 0.17460
C 0.64580 0.22970 4.15730
C 1.09190 0.77250 5.35560
C 0.52960 0.30770 6.52620
C -0.45290 -0.68780 6.51980
C -0.90140 -1.23920 5.33380
C -0.34810 -0.78320 4.14380
H -3.62830 -1.29700 -2.46170
H -4.81290 -2.68240 -0.73940
H -3.82800 -2.78760 1.56200
H -1.49360 -0.20630 -1.87070
H 2.34330 4.02830 1.97550
H 1.88780 5.37130 -0.07560
H 0.63730 4.28410 -1.95330
H -0.07370 1.93070 -1.70140
H 1.83880 1.55280 5.35220
H 0.84060 0.73630 7.46880
H -0.86940 -1.01940 7.46100
H -1.67380 -1.98990 5.32100
C 6.38980 2.25450 0.65310
C 6.15570 1.95520 -0.67900
C 5.00870 1.27760 -1.05050
C 4.07100 0.91530 -0.08890
C 4.32370 1.19630 1.25110
C 5.47540 1.86780 1.61890
P 2.59150 -0.09180 -0.44410
C 2.30510 0.16200 -2.23130
C 1.71140 -0.85320 -2.98540
C 1.38460 -0.64070 -4.31270
C 1.61420 0.59600 -4.89750
C 2.14690 1.62690 -4.14140
C 2.48720 1.41590 -2.81700
C 3.30850 -1.74720 -0.33540
C 4.64530 -2.06920 -0.29560
C 5.02610 -3.41060 -0.16000
C 4.07550 -4.39490 -0.12630
C 2.69820 -4.09170 -0.18780
C 1.70740 -5.09060 -0.23840
C 0.39870 -4.71380 -0.34090
C 0.02050 -3.36040 -0.29730
C 0.92500 -2.31860 -0.18660
C 2.29420 -2.72840 -0.21970
H 7.29250 2.77540 0.93670
H 6.87110 2.24150 -1.43650
H 4.85370 1.01470 -2.08600
H 3.61160 0.88920 2.00530
H 5.65640 2.08520 2.66180
H 1.52260 -1.81780 -2.52670
H 0.94890 -1.43730 -4.89810
H 1.38430 0.74980 -5.94070
H 2.28300 2.60430 -4.58040
H 2.89700 2.22730 -2.23210
H 5.40680 -1.30480 -0.35860
H 6.07580 -3.65980 -0.09100
H 4.36610 -5.43250 -0.04640
H 1.99580 -6.13300 -0.22000
H -0.37110 -5.46680 -0.43450
H -1.04210 -3.17790 -0.34920
C -5.75450 3.33210 1.50480
N -4.96560 2.38880 0.73140
C -4.91700 1.07120 1.33070
C -3.78530 2.83450 0.17310
S -2.32690 2.13100 0.52430
N -3.87960 3.86320 -0.70290
C -2.68990 4.46190 -1.25380
C -5.09430 4.15460 -1.42700
H -5.40590 3.36320 2.54310
H -6.79930 3.01980 1.50020
H -5.67950 4.33230 1.08970
H -5.93410 0.75380 1.55250
H -4.32100 1.05100 2.24810
H -4.47380 0.37950 0.61750
H -1.88120 4.39730 -0.52900
H -2.89480 5.50750 -1.48140
H -2.37440 3.95090 -2.16890
H -5.86920 3.44300 -1.15550
H -4.90170 4.07410 -2.50030
H -5.44170 5.17010 -1.22030
```

* E_HOMO (spin up / spin down): -0.186 / -0.276 Ha
* LUMO level (spin up / spin down): 0.18 / -0.26 eV
* spin multiplicity: 4
* gap between HOMO and LUMO (spin up / spin down): 5.2360 / 7.2403 eV